A single C21H31N3O4S molecule. Source: the OMol25 dataset; level of theory: ωB97M-V/def2-TZVPD.

```
60
Properties=species:S:1:pos:R:3:forces:R:3
C -3.09583 -1.89998 0.35191 -0.042 0.442 0.176
C -3.17636 -0.86755 1.47496 -0.139 -0.372 0.114
C -2.94014 -1.51445 2.83863 -0.098 0.300 -0.337
O -2.18600 0.14209 1.27291 0.147 -0.243 0.142
C -2.66107 1.40235 0.84722 -0.281 0.345 -0.015
C -3.07641 2.28682 2.03283 0.372 -0.231 -0.141
C -1.87299 2.85932 2.77415 -0.157 0.262 0.172
N -0.93422 1.81185 3.13408 -0.314 -0.149 -0.173
C 0.28889 2.12983 3.58230 0.063 -0.507 0.146
O 0.62150 3.25120 3.90672 0.185 0.258 0.053
C 1.27626 0.95367 3.71457 0.252 0.576 0.165
N 1.03932 -0.12307 2.79779 -0.092 0.065 -0.013
C 0.87117 -1.43931 3.12754 -0.084 -0.568 -0.051
C 0.61063 -2.18138 2.01550 0.068 -0.083 0.255
C 0.59647 -1.28021 0.91666 0.190 0.484 -0.042
C 0.30231 -1.40612 -0.43978 -0.005 -0.033 0.159
C 0.31369 -0.26749 -1.20611 -0.346 -0.100 -0.715
S -0.18796 -0.37778 -2.92165 -0.031 -0.045 -0.354
O -0.69133 0.90764 -3.31611 0.292 0.119 0.204
O -1.04402 -1.52236 -3.05662 0.247 -0.176 0.226
N 1.15122 -0.67238 -3.85743 -0.999 0.196 0.426
C 2.08380 0.40865 -4.05894 0.285 0.673 0.168
C 3.23863 0.38037 -3.05501 0.066 -0.130 -0.259
C 3.91520 -0.98849 -3.08881 -0.101 0.045 0.291
C 2.88524 -2.07650 -2.79189 0.093 0.044 -0.274
C 1.73716 -1.98857 -3.80041 0.089 -0.673 0.313
C 0.63973 0.98710 -0.69237 0.023 0.229 0.124
C 0.93926 1.14058 0.64306 0.054 0.052 -0.054
C 0.88764 0.00482 1.44672 0.000 -0.365 -0.596
H -2.17074 -2.46172 0.43595 0.124 -0.112 0.012
H -3.93720 -2.58527 0.41092 -0.082 -0.115 -0.011
H -3.10359 -1.40836 -0.61804 -0.034 0.009 -0.123
H -4.17142 -0.40122 1.46601 0.102 0.021 -0.004
H -3.66456 -2.30706 3.00329 -0.079 -0.120 0.054
H -3.03649 -0.78002 3.63571 -0.015 0.062 0.105
H -1.93866 -1.93611 2.87140 0.082 -0.055 0.010
H -1.83468 1.86437 0.30016 -0.110 0.032 -0.019
H -3.50060 1.27872 0.15383 0.069 -0.025 -0.016
H -3.68736 3.11388 1.67092 -0.045 0.024 0.030
H -3.68292 1.69186 2.71912 -0.120 -0.001 -0.011
H -1.35808 3.59538 2.14487 -0.044 -0.019 0.061
H -2.19306 3.37822 3.68439 0.042 0.042 -0.163
H -1.12256 0.90549 2.71891 0.171 -0.006 0.091
H 1.21140 0.57114 4.73706 0.013 0.027 -0.131
H 2.28039 1.37303 3.57709 -0.179 -0.024 0.053
H 0.95009 -1.75456 4.15109 0.022 -0.009 0.173
H 0.43903 -3.23859 1.97624 -0.035 -0.213 0.074
H 0.02844 -2.34916 -0.88537 -0.061 -0.159 0.002
H 1.50866 1.33186 -3.98589 0.193 0.067 -0.168
H 2.48233 0.32509 -5.07725 -0.070 0.022 0.034
H 2.85798 0.57166 -2.04951 0.053 0.056 -0.005
H 3.95353 1.16570 -3.30559 -0.016 0.066 0.035
H 4.72457 -1.02666 -2.35706 0.053 -0.016 -0.075
H 4.34613 -1.15632 -4.07887 0.095 -0.020 -0.058
H 2.49850 -1.94229 -1.77956 0.042 -0.066 0.000
H 3.34485 -3.06419 -2.85462 -0.032 -0.050 0.046
H 0.92888 -2.67665 -3.55192 0.161 -0.154 -0.145
H 2.11056 -2.23518 -4.80170 -0.074 0.005 0.036
H 0.61343 1.83170 -1.36257 0.021 0.175 0.009
H 1.17785 2.10958 1.05466 0.015 0.144 -0.003
```
Forces are in eV/Å.

For the HOMO-LUMO gap, the calculation gives 9.100 eV. As for the energy: -1682.252548 hartree. As for the LUMO energy: 0.65 eV. As for the SMILES: CC(C)OCCCNC(=O)Cn1ccc2cc(S(=O)(=O)N3CCCCC3)ccc21.

A molecular structure, C21H32BBrClI2MgO4. Source: the OMol25 dataset; level of theory: ωB97M-V/def2-TZVPD.

```
63
Properties=species:S:1:pos:R:3:forces:R:3
C 3.51674 4.62576 1.86938 -0.128 0.983 0.485
C 3.62851 3.63934 1.21306 0.437 -0.724 -0.505
C 3.85561 2.46031 0.39334 -0.589 -0.540 0.353
C 2.66434 1.48507 0.47463 -0.110 0.848 0.299
C 1.38480 2.14993 -0.01747 -0.032 -1.624 -0.047
B 0.10260 1.14549 -0.34835 1.105 0.437 -2.612
C -0.55155 1.76970 -1.76844 -0.531 -0.713 1.364
C -1.45882 2.97308 -1.57801 0.226 0.304 -1.254
C -0.73265 4.28386 -1.35801 -0.353 -0.377 0.455
Br -1.93970 5.78178 -1.62354 0.165 0.054 0.078
O 0.43353 -0.27221 -0.59174 -0.351 -0.428 -0.054
C -0.15677 -1.08716 0.39239 1.576 0.930 -0.329
C 1.00510 -1.19168 1.46554 -0.652 0.020 0.534
C 1.06444 -2.48226 2.23841 0.145 -0.151 0.096
O 1.65298 -3.43254 1.87141 0.129 -0.279 -0.158
Cl 0.25212 -2.59921 3.85382 0.048 0.224 -0.113
O -0.41825 -2.38664 0.01147 -0.547 0.525 -0.214
C 0.38942 -2.88868 -1.05254 0.493 -0.771 -0.267
C 0.16491 -4.37965 -1.14743 -0.277 0.000 0.085
C 1.01832 -5.03368 -2.23098 0.207 0.347 0.345
C 2.52061 -4.73466 -2.08920 -0.262 0.275 0.109
C -1.40420 -0.21028 0.80870 -0.245 -1.876 0.269
C -1.90327 -0.65524 2.21156 -0.265 0.479 -0.462
C -1.25216 0.23057 3.22447 0.141 -0.507 1.204
C -2.63730 -0.25521 -0.13436 0.414 0.060 -0.133
I -2.82218 -1.74551 -1.62299 -0.173 0.232 0.183
C -3.66941 0.58134 -0.07072 0.691 -0.514 -0.389
C -4.94246 0.54926 -0.85985 -0.173 0.962 0.424
I -3.65052 2.24772 1.23974 -0.104 0.607 0.916
O -0.79521 1.05957 0.81306 -0.522 1.634 0.637
H 3.54722 5.56806 2.35698 -0.128 0.045 0.188
H 3.96815 2.76221 -0.64433 0.217 0.040 -0.144
H 4.74536 1.93374 0.72500 0.298 0.146 -0.040
H 2.51047 1.17378 1.50523 0.296 -0.211 0.161
H 2.91196 0.60755 -0.11339 -0.214 -0.119 -0.189
H 1.66253 2.75054 -0.87948 -0.307 0.395 -0.012
H 0.99971 2.87265 0.74760 -0.107 0.645 0.579
H 0.20412 1.98451 -2.51825 0.259 -0.012 -0.035
H -1.16773 0.96881 -2.17740 -0.057 -0.095 -0.187
H -2.18019 2.83138 -0.78770 -0.079 -0.039 0.013
H -2.03490 3.08769 -2.49877 -0.174 0.112 0.005
H -0.40246 4.34951 -0.32032 0.186 0.253 0.287
H 0.15143 4.39513 -1.97189 -0.023 0.190 -0.270
H 1.06332 -0.31532 2.09740 -0.022 -0.005 0.118
H 1.90375 -1.19826 0.86466 0.115 -0.123 -0.158
H 1.44719 -2.70551 -0.88020 0.047 0.304 0.243
H 0.13520 -2.43265 -2.00777 -0.168 0.300 0.016
H -0.89733 -4.52068 -1.34993 -0.103 -0.232 -0.082
H 0.36254 -4.87147 -0.19660 0.106 0.157 0.228
H 0.85902 -6.10336 -2.16204 -0.173 -0.168 -0.273
H 0.68511 -4.65721 -3.19533 -0.117 -0.303 -0.243
H 2.79603 -3.95394 -2.79195 0.273 0.029 -0.114
H 2.76898 -4.35468 -1.09955 0.005 -0.121 0.189
H 3.13819 -5.60779 -2.25718 0.085 -0.119 -0.194
H -2.98088 -0.54165 2.26301 -0.136 0.101 0.097
H -1.71998 -1.70907 2.38075 0.258 -0.124 -0.110
H -0.21317 -0.00479 3.40550 0.086 -0.011 0.089
H -1.76094 0.22187 4.18164 -0.153 0.233 0.076
H -1.30657 1.18105 2.71327 -0.309 0.641 0.862
H -4.75730 0.37320 -1.91077 0.039 -0.282 -0.133
H -5.63891 -0.16528 -0.43259 0.005 -0.360 -0.144
H -5.43481 1.51648 -0.78877 -0.105 0.090 -0.080
Mg -0.68469 2.93534 2.15583 -0.362 -1.771 -2.043
```
Forces are in eV/Å.

For the HOMO-LUMO gap, the calculation gives 4.437 eV. As for the energy: -4974.536259 hartree. As for the total charge: +1. As for the LUMO energy: -6.87 eV.

A gas-phase ion, C21H32BClF6NO7 (charge +1). Source: the OMol25 dataset; level of theory: ωB97M-V/def2-TZVPD.

```
69
Properties=species:S:1:pos:R:3:forces:R:3
C 4.53150 -0.61019 2.20352 -1.748 0.182 -1.312
C 3.60143 -0.22582 1.06726 1.165 -0.415 2.288
C 2.03890 0.14451 1.46718 1.792 -1.451 -0.595
C 0.92170 -0.43402 0.39419 0.182 -0.506 3.077
C 1.22812 -2.02119 0.48959 1.124 -1.889 -0.445
C 0.07068 -3.06253 0.02245 -4.405 -1.288 4.088
O -0.92869 -3.31646 0.86601 6.794 1.198 -6.826
F 0.28339 -3.74508 -1.30229 -0.819 2.141 4.142
O -0.32191 -0.33901 1.22975 -0.417 2.944 -1.585
C -1.18686 0.83470 0.85115 0.374 -4.964 2.929
C -2.61350 0.29871 1.45431 -2.054 -0.680 2.048
O -2.39819 -1.00438 2.17424 -1.325 2.236 -0.379
C -3.36294 -1.15833 3.27308 -1.059 -1.339 0.966
C -4.91230 -1.42173 2.79117 -0.492 -0.044 0.559
C -6.03099 -0.54659 3.65889 -0.458 -0.669 -1.325
C -0.99923 2.20539 1.68472 1.264 4.900 -0.009
F 0.19936 3.05953 1.36029 -3.286 -2.826 0.204
F -2.13930 3.19743 1.53955 3.405 -3.621 -0.151
C -0.82302 2.08203 3.32201 -0.391 0.634 4.895
F 0.30233 2.93447 3.86150 -3.929 -3.220 -2.273
F -0.65288 0.75423 3.89424 -0.468 4.390 -2.341
F -2.05524 2.65780 3.98587 4.135 -2.143 -2.361
N -0.90227 0.73862 -0.67542 -0.890 2.019 -1.505
O -1.13845 2.06141 -0.96857 0.490 3.390 -0.822
C -2.00528 0.18775 -1.56230 -4.058 -0.768 -0.890
C -2.42183 -1.34941 -1.54050 2.381 -6.668 -5.672
O -1.92502 -2.17416 -2.50906 -2.876 6.192 6.428
Cl -3.67906 -2.27473 -0.51694 1.805 2.314 -1.171
C 0.56873 0.37395 -0.98854 2.667 -1.675 1.451
C 1.69357 1.54560 -1.18219 1.268 0.512 -0.566
C 1.62385 2.47989 -2.51425 0.768 2.003 0.030
C 3.03063 2.48028 -3.42132 -0.673 0.390 -0.794
B 0.97566 -0.49508 -2.33433 0.834 -2.475 -3.733
O 0.29617 -0.47324 -3.65753 1.123 2.113 3.013
O 2.19001 -1.38855 -2.42246 -2.611 3.680 0.630
C 3.18474 -0.88535 -3.35098 3.014 -1.307 -1.447
C 4.08254 -2.20738 -3.84497 -0.906 0.367 -0.476
H 5.28189 0.14548 2.69767 -0.292 -2.106 -2.145
H 4.45268 -1.70943 2.64437 -0.921 2.964 0.287
H 4.04949 -0.21526 -0.01341 -0.844 1.564 2.104
H 1.87567 -0.34135 2.54679 0.030 0.917 -2.453
H 2.00519 1.29486 1.64479 0.057 -2.028 -0.557
H 1.42223 -2.26309 1.64504 -0.890 0.604 -2.649
H 2.23744 -2.38337 -0.03572 -2.291 1.305 0.828
H -3.07706 0.97970 2.32221 1.450 -0.717 -2.100
H -3.50931 0.22545 0.71248 1.905 0.049 0.884
H -3.03027 -2.13966 3.86678 -0.416 2.271 -1.515
H -3.36034 -0.29576 4.06415 0.319 -1.148 -1.696
H -5.08894 -1.13273 1.66398 0.566 -0.872 2.220
H -5.15394 -2.57374 2.98192 0.601 2.561 -0.790
H -6.44794 0.29795 2.92506 0.967 -1.610 1.968
H -5.59898 -0.10418 4.65261 -0.989 -0.899 -1.926
H -6.94010 -1.29918 3.83367 1.987 1.927 -0.002
H -1.05081 2.25645 -1.93106 0.213 -0.421 0.654
H -2.96882 0.83953 -1.27627 2.209 -1.690 -0.331
H -1.88461 0.46346 -2.71983 0.570 -0.887 2.768
H 1.88540 2.25841 -0.28754 -0.808 -1.520 -1.364
H 2.72138 0.94041 -1.30068 -2.477 1.017 0.459
H 1.55281 3.61346 -2.13831 -0.144 -2.588 -0.714
H 0.70137 2.34288 -3.21270 1.564 -0.030 1.163
H 2.85431 1.87160 -4.43239 0.630 1.173 2.417
H 3.94726 2.07587 -2.81038 -1.902 0.766 -1.263
H 3.26214 3.59356 -3.76439 -0.497 -2.422 0.870
H -0.05299 0.43111 -3.89055 0.368 -1.478 0.285
H 3.98933 -0.15924 -2.85205 -2.051 -1.361 -0.723
H 2.79983 -0.38675 -4.33186 0.152 -0.900 2.066
H 4.87014 -2.54674 -3.03958 -1.733 0.671 -1.644
H 3.31369 -3.07590 -4.11651 1.784 1.834 0.767
H 4.61555 -1.90680 -4.84758 -0.838 -0.603 2.065
```
Forces are in eV/Å.

For the HOMO-LUMO gap, the calculation gives 6.280 eV. As for the energy: -2484.095107 hartree. As for the total charge: +1. As for the LUMO energy: -4.19 eV. As for the SMILES: C=CC[C@@]1(CC(=O)F)O[C@@](COCCC)(C(F)(F)C(F)(F)F)[N@+](O)(CC(=O)Cl)[C@]1(CCC)B(O)OCC.

3 unconnected molecules or ions with the total composition C21H32BF3N3OP. Source: the OMol25 dataset; level of theory: ωB97M-V/def2-TZVPD.

```
62
Properties=species:S:1:pos:R:3:forces:R:3
C 3.57245 -0.29853 -1.22154 -0.166 0.192 -0.095
C 2.06292 -0.36909 -0.94447 0.241 -0.056 0.194
O 1.38502 -1.37306 -1.68130 -0.078 0.180 -0.003
C 1.31205 -1.13809 -3.07966 0.064 -0.211 -0.181
C -0.12697 -0.98843 -3.53990 0.005 0.252 -0.056
C -0.85017 0.20043 -2.89928 -0.003 -0.234 0.243
C -2.31490 -0.10055 -2.59981 -0.030 -0.010 -0.266
C -3.05346 1.08996 -1.98065 0.042 -0.251 0.111
B -2.75663 1.43413 -0.49187 0.542 0.381 -0.149
C -3.04988 2.85101 0.13259 -0.449 -0.229 0.216
C -1.79791 3.62325 0.58978 0.150 0.186 0.240
C -0.83384 3.82105 -0.51880 -0.059 -0.491 0.376
F -0.38824 2.68325 -1.10548 -0.312 0.005 -0.219
C -0.42184 4.96355 -1.01283 0.247 0.646 -0.337
F 0.19987 5.11032 -2.16715 0.286 -0.055 0.235
F -0.57642 6.12936 -0.40043 -0.315 -0.089 -0.228
P -2.05704 0.07473 0.69977 -0.353 -0.749 -0.055
N -2.85163 -1.28793 0.50542 -0.179 0.292 0.038
H 3.88390 0.73554 -1.37910 0.056 -0.013 0.051
H 4.14381 -0.71344 -0.39557 0.062 -0.088 -0.043
H 3.82560 -0.86307 -2.11722 0.020 -0.055 0.040
H 1.59884 0.61078 -1.10859 -0.038 -0.052 -0.099
H 1.90130 -0.63249 0.10125 -0.097 0.031 0.006
H 1.76091 -1.99699 -3.59023 0.055 0.006 0.025
H 1.90766 -0.26358 -3.36324 -0.068 0.080 0.088
H -0.10787 -0.87212 -4.62759 -0.099 -0.136 -0.027
H -0.67021 -1.90871 -3.31360 0.054 -0.048 0.012
H -0.35092 0.42555 -1.95368 -0.045 0.100 -0.052
H -0.77289 1.08912 -3.53230 0.072 0.030 0.046
H -2.81006 -0.40249 -3.52902 -0.007 0.039 -0.012
H -2.37340 -0.96474 -1.93423 -0.047 0.022 0.041
H -4.13563 0.88377 -2.00667 -0.021 0.118 0.026
H -2.90667 1.99590 -2.58174 -0.112 0.001 -0.036
H -3.63652 2.68946 1.04746 -0.035 0.003 -0.036
H -3.67000 3.46868 -0.52250 0.149 0.076 -0.078
H -2.08702 4.61179 0.94754 -0.021 -0.020 0.051
H -1.32408 3.11710 1.43661 0.027 -0.124 -0.083
H -2.12095 0.60314 2.00712 0.273 0.216 -0.029
H -0.66118 -0.03597 0.46676 0.061 0.218 0.131
H -3.28989 -1.60625 1.36105 0.103 -0.138 -0.023
C -1.30486 2.05324 7.06561 0.000 0.000 0.003
C -2.37685 1.25092 6.71050 0.010 0.007 0.004
C -2.75955 1.21067 5.37819 -0.015 -0.006 -0.028
N -2.15304 1.90451 4.41751 0.018 0.033 -0.054
C -1.12462 2.67158 4.77338 -0.017 -0.012 -0.006
C -0.66290 2.78023 6.07616 -0.001 -0.002 0.008
H -0.97512 2.11072 8.09481 0.000 0.000 0.000
H -2.90870 0.66568 7.44793 -0.003 -0.006 -0.007
H -3.59284 0.59187 5.06377 -0.002 -0.004 0.014
H -0.64564 3.22790 3.97442 0.016 0.007 0.013
H 0.17908 3.41894 6.30509 0.000 0.003 -0.008
C 3.70502 -6.47225 -1.35419 0.003 -0.004 0.001
C 2.63880 -5.58897 -1.33356 -0.004 -0.001 0.003
C 2.90063 -4.22502 -1.34654 0.010 -0.046 -0.011
N 4.13402 -3.72034 -1.37721 0.007 -0.011 -0.010
C 5.14978 -4.58061 -1.39540 -0.003 0.021 0.001
C 4.99168 -5.95812 -1.38605 -0.009 -0.008 0.002
H 3.53791 -7.54187 -1.34547 -0.001 0.000 -0.001
H 1.61730 -5.94381 -1.30744 -0.003 0.010 0.000
H 2.09310 -3.50125 -1.33608 0.008 0.007 0.012
H 6.14227 -4.14274 -1.41869 0.006 -0.016 -0.003
H 5.85643 -6.60761 -1.40367 0.005 0.007 0.001
```
Forces are in eV/Å.

For the HOMO-LUMO gap, the calculation gives 8.352 eV. As for the energy: -1724.590919 hartree. As for the LUMO energy: 0.43 eV. As for the SMILES: CCOCCCCCB(CCC(F)=C(F)F)[PH2]=N.c1ccncc1.c1ccncc1.